# 1
The following is a quantum chemistry calculation of C7H8N2NdO4S as an isolated structure, from OMol25.

Geometry as ORCA input:
```
! RIJCOSX wB97M-V def2-TZVPD def2/J DEFGRID3
* xyz 3 4
Nd -0.371 0.307 -1.404
S 2.030 0.200 -0.148
O 0.310 -2.784 -3.194
O -3.226 0.158 -5.473
O 0.136 3.341 -3.322
O 1.801 0.382 -4.242
N 1.073 -1.132 1.932
N -0.295 0.635 1.156
C 0.899 -0.974 3.392
C 0.896 -0.092 1.108
C -1.365 0.443 2.171
C 0.038 -1.824 -2.595
C -2.491 0.195 -4.598
C 1.119 0.341 -3.304
C -0.071 2.417 -2.654
H 1.963 -1.626 1.723
H 0.695 0.075 3.663
H -1.566 -0.617 2.315
H 1.832 -1.291 3.876
H -0.091 1.634 0.964
H -1.118 0.926 3.114
H 0.075 -1.618 3.735
H -2.272 0.904 1.785
*
```

## Properties
E_LUMO (spin up / spin down) ... -0.508 / -0.497 Ha
Frontier orbital gap (spin up / spin down) ... 7.52 / 7.80 eV
Energy relative to the best compared isomer or geometry (same formula, charge and spin) ... 0.0 kcal/mol
Expectation value of S² ... 3.75

***

# 2
The following is a quantum chemistry calculation of C61H50CrN6O2S2Te as an isolated structure, from OMol25.

Geometry as ORCA input:
```
! RIJCOSX wB97M-V def2-TZVPD def2/J DEFGRID3
* xyz 1 4
Te -0.955 1.725 2.791
Cr -0.305 0.126 -0.600
S 2.300 4.307 0.653
S -6.684 1.749 -1.256
O 1.512 -0.182 -0.296
O -0.868 -0.702 1.045
N -8.470 -2.399 -1.833
N -0.057 1.314 -2.359
N -2.247 0.684 -1.054
N 0.788 2.342 0.072
N -0.355 -1.803 -1.362
N 0.094 3.267 -3.409
C -2.323 -2.331 0.003
C -8.368 -1.854 -0.628
C -3.082 6.344 4.569
C -1.267 0.162 -5.688
C -3.979 -1.268 2.166
C -3.762 5.485 5.423
C -1.222 1.406 -6.326
C 5.410 -3.238 0.532
C -0.396 2.378 -4.341
C -7.849 -0.584 -0.410
C -1.394 -4.142 2.382
C -3.531 4.123 5.354
C 1.776 -1.227 -2.437
C 4.466 -2.619 1.336
C -0.766 2.533 -5.670
C 0.864 3.125 -1.052
C -4.844 -0.980 3.217
C -7.564 -0.404 -2.785
C 3.344 1.159 -2.945
C -3.042 -1.213 4.774
C 4.006 1.326 -0.651
C 1.620 4.255 -0.910
C -4.413 0.305 -2.022
C -2.176 -1.484 3.728
C -4.384 -0.958 4.522
C 4.825 2.925 -2.245
C 2.481 -0.577 -1.214
C 3.293 0.663 -1.649
C 0.710 -5.306 2.432
C 4.768 2.443 -0.943
C 3.495 -1.546 -0.593
C -4.981 1.316 -1.245
C 5.415 -2.987 -0.832
C 3.523 -1.766 0.777
C -7.422 0.134 -1.516
C -4.117 2.056 -0.439
C -1.622 -1.846 1.310
C -0.647 -5.260 2.719
C 4.104 2.287 -3.239
C -1.920 4.466 3.604
C 0.571 -3.108 1.473
C 1.013 -3.570 -2.227
C -1.234 -2.732 -0.932
C -2.641 -1.537 2.413
C 0.762 -2.227 -1.999
C -2.785 1.714 -0.383
C 1.531 2.818 1.016
C -2.167 5.836 3.663
C 1.317 -4.232 1.801
C -2.610 3.606 4.446
C -0.913 3.909 2.640
C -1.049 -4.085 -1.185
C -2.401 2.124 4.350
C 4.470 -2.142 -1.390
C -3.070 0.038 -1.897
C 0.091 -4.519 -1.828
C -8.089 -1.687 -2.885
C 0.280 2.588 -2.251
C -0.478 1.148 -3.672
C -0.892 0.013 -4.367
C -0.782 -3.052 1.765
H -2.954 -3.190 0.228
H -2.106 2.274 0.246
H 5.426 3.794 -2.479
H 4.137 2.658 -4.255
H 6.142 -3.905 0.967
H -2.063 1.713 5.300
H -4.479 5.875 6.134
H -3.339 1.639 4.094
H 2.806 0.677 -3.752
H -8.699 -2.465 0.204
H -4.376 -1.290 1.158
H 2.372 -4.270 1.562
H 6.164 -3.442 -1.468
H -8.201 -2.170 -3.848
H -4.071 3.441 5.999
H -3.267 7.409 4.610
H 4.509 -1.927 -2.451
H -7.772 -0.170 0.585
H 1.290 -6.180 2.700
H -5.007 -0.280 -2.706
H -1.125 -6.099 3.208
H -1.595 -0.705 -6.243
H -5.060 -0.732 5.336
H -1.642 6.504 2.991
H 0.276 -5.572 -1.987
H 1.945 -3.850 -2.695
H 0.293 4.240 -3.563
H -4.498 2.867 0.164
H 5.319 2.939 -0.154
H -2.662 -1.186 5.787
H -2.623 -0.738 -2.501
H -0.695 3.491 -6.165
H -2.939 -1.529 -0.376
H -0.903 -0.964 -3.903
H -7.272 0.149 -3.667
H -5.884 -0.765 3.006
H -2.455 -4.121 2.605
H 3.956 0.946 0.361
H 1.288 -0.429 -2.985
H 2.504 -1.711 -3.083
H 1.682 2.341 1.972
H -1.131 -1.687 3.932
H -1.785 -4.792 -0.832
H 4.460 -2.791 2.405
H 0.078 4.297 2.876
H -1.150 4.212 1.616
H 1.022 -2.260 0.978
H 1.841 5.014 -1.641
H 2.804 -1.264 1.410
H -1.533 1.482 -7.358
*
```

## Properties
E_LUMO (spin up / spin down) ... -0.100 / -0.102 Ha
Frontier orbital gap (spin up / spin down) ... 6.78 / 6.70 eV
Energy relative to the best compared isomer or geometry (same formula, charge and spin) ... 14.2 kcal/mol
Expectation value of S² ... 3.78